{"formula": "C24H17ClF3N2O4PTi", "method": "the ωB97M-V functional and the def2-TZVPD basis", "species": ["Ti", "O", "C", "O", "C", "C", "N", "N", "C", "C", "O", "O", "H", "H", "H", "Cl", "C", "C", "C", "C", "C", "C", "P", "C", "C", "C", "C", "C", "C", "C", "C", "C", "C", "C", "C", "H", "H", "H", "H", "H", "H", "H", "H", "H", "H", "H", "H", "H", "H", "F", "C", "F", "F"], "positions_angstrom": [[0.980, -1.250, 0.514], [3.185, -0.013, 6.315], [2.270, 0.463, 5.442], [1.861, 1.579, 5.520], [1.810, -0.517, 4.415], [1.216, -1.731, 4.670], [0.807, -2.234, 3.484], [1.130, -1.425, 2.475], [1.747, -0.366, 3.013], [2.364, 0.578, 2.027], [2.982, 1.562, 2.357], [2.169, 0.160, 0.803], [3.498, -0.883, 6.046], [1.022, -2.241, 5.599], [0.403, -3.135, 3.294], [0.415, -2.325, -1.771], [0.052, -1.300, -3.126], [-0.004, -1.832, -4.399], [-0.267, -0.981, -5.463], [-0.462, 0.375, -5.244], [-0.406, 0.893, -3.958], [-0.158, 0.056, -2.875], [0.046, 0.591, -1.146], [-1.368, -0.281, -0.364], [-1.183, -0.578, 1.011], [-2.044, -1.493, 1.640], [-3.028, -2.132, 0.918], [-3.223, -1.823, -0.432], [-2.394, -0.919, -1.065], [-0.423, 2.348, -1.200], [-1.736, 2.797, -1.089], [-2.007, 4.155, -1.150], [-0.974, 5.067, -1.318], [0.337, 4.624, -1.420], [0.614, 3.267, -1.352], [0.164, -2.889, -4.557], [-0.310, -1.385, -6.466], [-0.659, 1.033, -6.080], [-0.553, 1.951, -3.787], [-0.619, 0.133, 1.617], [-1.941, -1.681, 2.701], [-3.672, -2.856, 1.401], [-4.027, -2.294, -0.982], [-2.540, -0.705, -2.117], [-2.541, 2.085, -0.952], [-3.028, 4.504, -1.063], [-1.191, 6.127, -1.351], [1.144, 5.336, -1.534], [1.638, 2.913, -1.402], [2.691, -3.554, -0.540], [2.145, -2.907, 0.520], [3.045, -3.125, 1.529], [1.022, -3.743, 0.888]], "atomic_forces_ev_per_a": [[-2.195, -0.559, -2.921], [0.029, 0.054, 0.228], [0.139, 0.073, -0.302], [-0.052, -0.041, 0.095], [-0.049, 0.053, 0.000], [-0.052, -0.011, -0.015], [-0.001, 0.050, 0.174], [0.318, 0.491, 2.202], [-0.025, -0.328, 0.347], [0.309, 0.430, -0.074], [-0.053, -0.108, 0.193], [1.617, 1.580, 0.880], [-0.016, -0.040, -0.103], [0.007, -0.026, -0.027], [0.001, -0.053, -0.116], [0.154, -0.696, -0.798], [-0.181, 0.466, -0.181], [0.024, -0.128, 0.047], [0.003, 0.005, -0.006], [-0.013, 0.021, -0.042], [-0.031, -0.032, 0.040], [0.141, -0.177, 0.123], [-0.983, 0.621, -0.616], [0.594, 0.035, 0.390], [-1.390, 0.672, 0.104], [-0.084, 0.093, -0.015], [-0.002, -0.068, 0.168], [0.157, 0.161, -0.156], [-0.309, -0.251, -0.014], [0.196, -0.048, 0.067], [0.019, -0.009, -0.041], [-0.066, 0.004, 0.010], [0.017, -0.005, 0.019], [0.003, 0.051, -0.006], [-0.033, -0.036, 0.017], [-0.007, 0.007, 0.018], [0.000, 0.010, 0.000], [0.005, 0.001, 0.007], [-0.021, -0.001, -0.013], [0.123, -0.208, 0.034], [0.011, 0.010, 0.010], [0.008, 0.016, 0.015], [0.011, -0.009, -0.008], [0.028, -0.003, 0.002], [-0.007, 0.007, -0.001], [0.009, 0.002, 0.009], [0.003, -0.005, -0.022], [-0.001, -0.009, 0.005], [0.005, 0.028, 0.013], [-0.012, -0.084, 0.043], [1.790, -1.830, 0.264], [-0.023, -0.161, -0.046], [-0.115, -0.013, -0.002]], "lowdin_charge": [0.61, 0.12, -0.47, 0.16, -0.05, 0.01, 0.07, -0.06, -0.10, -0.54, 0.11, -0.19, 0.11, 0.14, 0.17, 0.88, -0.59, -0.09, -0.07, -0.07, -0.06, -0.37, 1.09, -0.41, -0.21, -0.07, -0.07, -0.06, -0.11, -0.36, -0.08, -0.08, -0.08, -0.07, -0.09, 0.11, 0.11, 0.11, 0.11, 0.12, 0.11, 0.11, 0.11, 0.11, 0.10, 0.10, 0.10, 0.11, 0.11, 0.01, -0.59, 0.03, -0.07], "multiplicity": 3, "e_lumo_ev": [0.1, -0.2], "de_lowest_ev": 2.596, "orbital_gap_ev": [6.1, 8.7], "homo_energy_ha": [-0.220, -0.327], "total_charge": 0}

{"formula": "C24H17N2O", "method": "the ωB97M-V functional and the def2-TZVPD basis", "species": ["C", "C", "C", "N", "C", "N", "C", "C", "C", "C", "C", "C", "H", "H", "H", "H", "H", "H", "C", "C", "C", "C", "C", "C", "C", "C", "C", "C", "C", "C", "O", "C", "C", "H", "H", "H", "H", "H", "H", "H", "H", "H", "H", "H"], "positions_angstrom": [[0.342, 1.067, 0.309], [-0.732, 2.045, 0.152], [-0.777, 2.914, -0.968], [-0.794, 3.565, -1.950], [-1.766, 2.240, 1.124], [-2.716, 2.315, 1.819], [0.726, 0.740, 1.751], [-0.225, 0.139, 2.608], [0.219, -0.384, 3.835], [1.487, -0.058, 4.313], [2.422, 0.562, 3.486], [2.052, 0.884, 2.177], [1.166, 1.381, -0.335], [-1.272, 0.030, 2.290], [-0.503, -0.937, 4.435], [1.697, -0.198, 5.369], [3.398, 0.886, 3.870], [2.826, 1.260, 1.459], [3.456, -2.888, 0.396], [3.603, -1.835, -0.522], [2.476, -1.107, -0.963], [1.223, -1.317, -0.345], [0.127, -0.341, -0.704], [-0.124, 0.023, -2.183], [-1.608, 0.241, -2.468], [-1.958, 1.164, -3.457], [-3.278, 1.541, -3.695], [-4.310, 0.879, -3.008], [-4.010, -0.113, -2.063], [-2.667, -0.411, -1.786], [0.755, 0.290, -3.010], [1.095, -2.299, 0.679], [2.200, -3.136, 0.988], [4.303, -3.538, 0.621], [4.572, -1.577, -0.956], [2.516, -0.379, -1.778], [-0.847, -0.608, -0.257], [-1.157, 1.650, -4.007], [-3.463, 2.355, -4.397], [-5.351, 1.149, -3.210], [-4.825, -0.635, -1.523], [-2.485, -1.147, -1.007], [0.139, -2.433, 1.217], [2.067, -3.978, 1.694]], "atomic_forces_ev_per_a": [[0.965, -0.536, -1.870], [-1.463, 1.424, 0.600], [0.117, 0.408, -1.099], [0.094, -0.852, 1.628], [-1.235, -0.461, -0.096], [1.722, 0.055, -0.826], [-0.156, -0.787, -0.843], [0.837, -0.462, -0.034], [-0.763, 0.919, -0.509], [0.049, 0.082, 0.094], [-0.300, 0.411, -0.052], [0.433, 0.210, -0.531], [0.644, 0.644, 0.934], [0.639, -0.048, 0.159], [0.258, 0.224, 0.120], [0.204, -0.366, -0.144], [-0.388, -0.414, -0.184], [-0.926, -0.245, 0.758], [-0.514, 0.194, -0.040], [-0.750, 0.061, -0.404], [0.096, -0.677, 0.853], [0.277, 0.096, -0.059], [-1.119, -0.283, 1.787], [0.461, 0.896, 0.523], [-0.616, -0.513, -0.298], [0.188, 0.289, -0.070], [-0.014, -0.685, 0.413], [0.196, 0.188, -0.130], [0.182, 0.179, -0.217], [-0.049, 0.293, -0.093], [-1.467, -0.703, 1.263], [0.707, -0.159, -0.536], [-0.391, 0.606, -0.301], [-0.186, 0.275, 0.073], [-0.218, -0.335, 0.146], [0.240, -0.211, 0.442], [0.627, -0.560, -0.416], [-0.091, -0.015, 0.193], [-0.153, -0.320, 0.173], [0.332, -0.092, 0.135], [0.682, 0.393, -0.387], [0.116, 0.101, -0.247], [0.579, 0.093, -0.470], [0.154, 0.682, -0.436]], "lowdin_charge": [-0.17, -0.28, -0.26, 0.10, -0.28, 0.07, -0.18, -0.04, -0.09, -0.11, -0.10, -0.04, 0.13, 0.11, 0.10, 0.09, 0.10, 0.13, -0.12, -0.09, -0.03, -0.19, -0.12, -0.27, -0.14, -0.06, -0.08, -0.09, -0.09, -0.03, 0.06, -0.03, -0.09, 0.09, 0.09, 0.10, 0.10, 0.11, 0.10, 0.09, 0.10, 0.10, 0.11, 0.10], "e_lumo_ev": 2.9, "orbital_gap_ev": 6.5, "homo_energy_ha": -0.130, "total_charge": -1}

M
In order: 568.70; 349.41
Unit: g/mol